{
  "formula": "C11H25F5NO3P2TcTe",
  "method": "the ωB97M-V functional and the def2-TZVPD basis",
  "symbols": ["H", "H", "C", "H", "H", "C", "H", "H", "F", "H", "P", "F", "C", "C", "H", "H", "H", "H", "H", "F", "H", "P", "F", "C", "O", "H", "O", "H", "H", "H", "N", "O", "C", "H", "H", "Tc", "H", "C", "C", "Te", "H", "H", "C", "C", "F", "H", "C", "H", "H"],
  "xyz": [[-3.633, 1.669, 0.218], [1.251, -0.372, -0.496], [-0.803, 1.021, -3.598], [1.673, 3.368, -3.226], [-1.623, -2.628, 0.097], [2.370, 2.247, 2.287], [3.618, -0.042, -0.515], [-3.028, 0.004, -2.242], [-0.528, -2.309, 4.494], [1.306, -5.250, 0.209], [-2.181, -0.301, -0.022], [1.417, -0.080, 4.402], [0.115, 1.986, -3.954], [-2.515, -2.048, 0.385], [3.938, -0.091, 1.231], [-1.148, 1.427, 0.724], [1.487, 3.530, -0.105], [-1.468, 0.528, -4.308], [0.195, 2.303, -4.989], [-2.311, -0.612, 3.408], [0.419, -4.023, -4.166], [2.061, 1.348, 0.736], [-1.210, 0.327, 5.631], [-2.001, -0.169, -1.788], [0.974, -4.866, 1.026], [0.179, -5.392, 1.251], [-0.006, -0.856, 2.164], [-4.587, 0.151, 0.113], [-3.678, 0.554, 1.640], [0.865, -1.035, -0.054], [-0.041, 1.191, -1.328], [-0.247, -4.709, -4.372], [3.685, 0.573, 0.391], [3.294, 2.847, 2.257], [4.501, 1.300, 0.256], [0.059, 0.279, 0.620], [-2.693, -2.083, 1.474], [1.840, 2.611, -0.603], [-0.933, 0.637, -2.253], [-0.480, -0.426, 3.980], [2.438, 1.507, 3.096], [-1.047, -4.227, -4.565], [0.858, 2.141, -1.678], [-3.677, 0.612, 0.537], [-0.605, 1.406, 3.361], [-3.387, -2.367, -0.211], [0.941, 2.585, -2.999], [2.830, 2.832, -1.031], [1.518, 2.901, 2.511]],
  "forces_ev_per_angstrom": [[0.1, -0.5, 0.2], [-0.2, -1.2, 0.8], [-0.4, -0.3, 0.2], [-0.4, -0.4, -0.2], [-0.4, 0.1, 0.3], [0.3, 0.4, 0.0], [0.1, 0.1, 0.2], [1.5, -0.7, -0.4], [0.3, 2.7, -0.2], [0.0, -0.1, 0.0], [0.5, -1.0, 1.0], [-2.5, -0.7, 0.1], [0.4, 0.5, -0.3], [-0.2, 0.2, -0.5], [-0.1, 0.2, -0.2], [0.5, 0.3, 0.6], [-0.1, -0.3, -0.3], [0.3, 0.4, 0.0], [0.0, -0.1, 0.1], [1.1, 0.0, 0.8], [-0.6, -0.6, -0.2], [1.6, 2.0, 0.8], [1.5, -1.6, -2.0], [-2.3, 1.4, 0.1], [-0.7, -0.2, 0.1], [0.7, 0.4, -0.2], [0.2, -0.8, 2.6], [0.3, 0.1, 0.3], [-0.1, 0.0, -0.5], [0.3, -1.5, -1.5], [0.1, -0.2, -0.6], [0.9, 0.4, 0.4], [-0.1, -0.3, -0.1], [-0.3, -0.2, 0.0], [-0.4, -0.1, 0.1], [-2.3, 1.4, -0.4], [0.0, -0.2, -0.5], [0.1, 0.1, -0.1], [1.0, 1.2, 0.0], [-0.6, 0.8, -1.2], [0.0, 0.2, -0.3], [-0.4, 0.2, -0.1], [0.0, -0.7, 0.2], [0.1, 0.0, -0.5], [0.2, -1.1, 0.8], [0.2, -0.2, 0.5], [-0.1, -0.1, 0.2], [-0.4, 0.1, -0.1], [0.1, -0.2, -0.1]],
  "mulliken_charge": [0.385, -0.077, -0.917, 0.492, 0.306, -1.219, 0.401, 0.300, -0.397, 0.310, 1.402, -0.435, -0.342, -1.176, 0.400, 0.141, 0.428, 0.502, 0.430, -0.448, 0.309, 1.173, -0.364, -1.276, -0.615, 0.316, -0.835, 0.435, 0.357, 0.329, 0.358, -0.619, -1.469, 0.440, 0.431, -0.599, 0.322, -1.149, 0.869, 2.216, 0.303, 0.310, 0.564, -1.303, -0.442, 0.450, -0.847, 0.522, 0.331],
  "orbital_gap_ev": [5.98, 6.30],
  "e_tot_ha": -2245.1308,
  "charge": 1,
  "multiplicity": 4,
  "lumo_ha": [-0.1966, -0.2054]
}